{
  "formula": "C4H10N2O2",
  "method": "the ωB97M-V functional and the def2-TZVPD basis",
  "elements": ["O", "C", "N", "C", "O", "C", "C", "N", "H", "H", "H", "H", "H", "H", "H", "H", "H", "H"],
  "positions_angstrom": [[0.0985, -2.1319, 0.1705], [-0.5753, -1.0199, -0.1388], [-1.6608, -0.6216, -1.0297], [-1.6665, -1.8902, -1.5084], [1.4699, 2.7197, 0.1758], [-0.1793, 0.0931, 0.8470], [1.3408, 0.2107, 0.8316], [-0.7729, 1.3985, 0.5336], [0.3386, -1.2922, -0.7832], [-1.1098, -2.1773, -2.4079], [-2.2156, -2.7584, -1.0498], [1.8000, 3.5580, -0.0145], [-0.5076, -0.1772, 1.8283], [1.7240, 0.9727, 1.5272], [1.6573, 0.5296, -0.1427], [1.7958, -0.7855, 1.0645], [-1.4569, 1.2547, -0.2172], [-0.0802, 2.1173, 0.3136]],
  "forces_ev_per_a": [[-1.04, -0.62, -2.56], [-3.12, 3.92, 3.31], [2.71, -4.89, 0.59], [-1.67, 0.47, -0.27], [-0.94, -2.00, 0.27], [0.39, 3.57, -1.27], [0.75, -1.47, 0.98], [-1.18, -2.60, -0.14], [2.96, -1.11, -0.40], [-0.13, 0.24, -0.12], [0.31, 1.00, -0.06], [0.71, 2.25, -0.50], [-0.56, -0.97, 0.60], [-0.43, -0.27, -0.32], [0.25, 0.33, -0.47], [-0.30, 0.80, 0.00], [0.05, 0.59, 0.57], [1.26, 0.75, -0.20]],
  "orbital_gap_ev": 3.486,
  "relative_energy_kj_mol": 1256.87
}